{
  "formula": "C6H14N2",
  "method": "wB97M-V/def2-TZVPD",
  "charge": 2,
  "orbital_gap_ev": [9.65, 8.54],
  "fmax_ev_per_a": 4.4,
  "e_lumo_ev": [-8.8326, -9.8714],
  "species": ["C", "C", "C", "C", "C", "C", "N", "N", "H", "H", "H", "H", "H", "H", "H", "H", "H", "H", "H", "H", "H", "H"],
  "positions_angstrom": [[-0.32446, -0.00255, 0.38531], [-1.64055, -0.09203, 0.92162], [-2.23313, 1.35395, 0.76418], [-0.87644, 2.09055, 0.74516], [1.21772, 1.96562, -0.20476], [1.72744, -2.30613, -0.75295], [0.07959, 1.21660, 0.26014], [1.08734, -3.38536, -1.52713], [-2.32659, -0.93216, 0.85649], [-1.51427, -0.29370, 1.98694], [-2.84618, 1.56652, -0.11938], [-2.82927, 1.66490, 1.63165], [-0.91838, 2.94558, 0.02837], [-0.43244, 2.34793, 1.73298], [1.52043, 2.74482, 0.56862], [0.91179, 2.55352, -1.16116], [2.18424, 1.39355, -0.41258], [2.00420, -2.41555, 0.31530], [2.40072, -1.75126, -1.37681], [1.54244, -4.10028, -0.94309], [1.17139, -3.28762, -2.56201], [0.09441, -3.27688, -1.13687]],
  "nbo_charge": [0.597, -0.618, -0.385, -0.236, -0.459, -0.137, -0.343, -0.749, 0.308, 0.301, 0.255, 0.272, 0.251, 0.243, 0.271, 0.269, 0.255, 0.240, 0.210, 0.488, 0.494, 0.473]
}


{
  "formula": "C6H14N2O",
  "method": "wB97M-V/def2-TZVPD",
  "orbital_gap_ev": 8.34,
  "fmax_ev_per_a": 4.7,
  "e_lumo_ev": 0.7218,
  "species": ["C", "C", "C", "C", "C", "N", "C", "O", "N", "H", "H", "H", "H", "H", "H", "H", "H", "H", "H", "H", "H", "H", "H"],
  "positions_angstrom": [[0.67804, 0.28493, 0.34348], [-2.19232, -0.25775, -0.22744], [-0.02942, 1.17715, 1.35372], [2.04530, 0.87712, -0.00253], [0.88451, -1.12598, 0.86632], [-2.11455, -1.55408, -0.55508], [-0.10907, 0.51547, -1.36621], [-1.98943, 0.66178, -1.08851], [0.09397, -0.41484, -2.20484], [-2.68947, -0.04192, 0.72068], [-2.19235, -2.26066, 0.15837], [-1.49042, -1.77458, -1.32983], [-0.58284, -0.50435, -2.95462], [0.13524, 1.56773, -1.47991], [0.65917, 1.48482, 2.14833], [-0.80762, 0.65500, 1.91146], [-0.37768, 2.10570, 0.89494], [2.69258, 0.87145, 0.88022], [2.52582, 0.31116, -0.80063], [1.96358, 1.91471, -0.33180], [1.64754, -1.14245, 1.65131], [-0.00506, -1.55618, 1.32879], [1.25447, -1.79421, 0.08380]],
  "nbo_charge": [-0.068, 0.545, -0.638, -0.626, -0.637, -0.772, 0.292, -0.596, -0.865, 0.154, 0.397, 0.429, 0.363, 0.151, 0.206, 0.195, 0.219, 0.200, 0.223, 0.202, 0.209, 0.187, 0.228]
}


{
  "formula": "C6H14N2O2",
  "method": "wB97M-V/def2-TZVPD",
  "charge": -1,
  "s_squared": 0.751,
  "orbital_gap_ev": [2.77, 9.40],
  "spin_multiplicity": 2,
  "fmax_ev_per_a": 4.0,
  "e_lumo_ev": [3.6091, 3.4568],
  "species": ["C", "C", "C", "O", "N", "H", "H", "H", "H", "H", "H", "H", "C", "C", "C", "O", "N", "H", "H", "H", "H", "H", "H", "H"],
  "positions_angstrom": [[2.21182, 0.60235, -1.89674], [1.07366, 1.32929, -2.70975], [1.60721, 0.00078, -0.63448], [0.50646, -0.55946, -0.62522], [2.48525, -0.24511, 0.39805], [2.78294, -0.01693, -2.56265], [2.78019, 1.50551, -1.59645], [0.46128, 0.78234, -3.45756], [2.37631, -1.01574, 1.05359], [3.44908, 0.08207, 0.47263], [1.35299, 2.25150, -3.25875], [0.39638, 1.79967, -2.01595], [-1.59461, -0.55507, 2.22814], [-1.89803, 0.85771, 1.68660], [-1.88749, -1.73230, 1.39344], [-2.26500, -2.79117, 1.89503], [-1.59798, -1.64167, 0.06345], [-0.61212, -0.67093, 2.70096], [-2.26470, -0.72000, 3.08180], [-1.40746, 1.35131, 0.83841], [-1.71164, -2.34305, -0.63868], [-1.55215, -0.68532, -0.25772], [-1.74538, 1.68743, 2.40759], [-2.94700, 0.72679, 1.43427]],
  "lowdin_spin": [0.161, 0.061, 0.183, 0.058, 0.121, 0.047, 0.041, 0.007, 0.078, 0.106, 0.009, 0.011, 0.015, 0.033, 0.016, 0.005, 0.005, 0.013, 0.001, 0.011, 0.008, 0.003, 0.008, 0.002]
}